Formula: C18H52O12S8
Source: the Open Molecules 2025 dataset
Level of theory: ωB97M-V with the def2-TZVPD basis set

```
90
Properties=species:S:1:pos:R:3
O -0.50 -4.16 -1.30
S 0.87 -4.37 -1.68
O 1.30 -5.36 -2.61
O 1.28 -2.91 -2.27
C 2.63 -2.83 -2.87
C 2.61 -1.37 -3.34
C 1.89 -4.54 -0.18
H 2.80 -3.59 -3.63
H 3.32 -2.95 -2.05
H 3.41 -1.14 -4.03
H 2.83 -0.70 -2.50
H 1.62 -1.15 -3.72
H 1.68 -3.68 0.44
H 2.93 -4.47 -0.56
H 1.70 -5.50 0.28
O 0.33 -2.02 -5.68
S -0.98 -1.33 -5.84
O -1.57 -0.99 -7.10
O -2.11 -2.18 -4.99
C -1.63 -2.84 -3.76
C -2.93 -3.29 -3.06
C -0.97 0.18 -4.85
H -1.17 -2.03 -3.21
H -0.95 -3.60 -4.11
H -2.67 -3.91 -2.22
H -3.49 -3.70 -3.89
H -3.39 -2.38 -2.66
H -1.98 0.63 -4.86
H -0.23 0.82 -5.33
H -0.70 -0.03 -3.83
C 1.18 3.17 -2.41
S 1.37 4.71 -3.29
O 0.04 4.83 -3.98
C 1.17 5.76 -1.83
H 1.83 3.05 -1.56
H 1.32 2.34 -3.09
H 0.15 3.25 -2.10
H 0.18 5.45 -1.51
H 1.26 6.80 -2.13
H 1.92 5.61 -1.04
C -1.05 3.92 0.75
S -2.02 4.13 2.27
O -1.15 3.89 3.46
C -2.30 5.89 2.13
H -1.12 2.87 0.41
H 0.00 4.14 0.93
H -1.43 4.56 -0.05
H -2.96 6.09 2.96
H -2.74 6.04 1.13
H -1.42 6.47 2.31
C 1.40 1.93 3.02
S 0.07 0.72 3.41
O 0.74 -0.58 3.18
C 0.09 0.88 5.20
H 1.45 1.91 1.92
H 2.26 1.45 3.44
H 1.23 2.89 3.44
H 1.12 0.93 5.48
H -0.41 -0.02 5.55
H -0.54 1.73 5.45
C -1.90 -1.45 0.53
S -1.49 -0.26 -0.76
O -1.87 1.09 -0.19
C 0.32 -0.41 -0.52
H -1.85 -2.46 0.11
H -2.94 -1.20 0.78
H -1.37 -1.29 1.45
H 0.73 0.50 -0.97
H 0.66 -1.32 -0.99
H 0.54 -0.34 0.54
C -4.23 -0.67 5.59
S -3.67 -0.60 3.87
O -4.70 -1.37 3.18
C -3.99 1.17 3.50
H -3.82 -1.62 5.92
H -5.32 -0.65 5.56
H -3.83 0.16 6.19
H -3.62 1.30 2.50
H -3.43 1.71 4.25
H -5.07 1.37 3.56
C 5.23 -3.20 1.34
S 4.53 -1.57 1.00
O 3.49 -1.78 -0.01
C 3.67 -1.46 2.57
H 5.71 -3.21 2.32
H 5.90 -3.56 0.58
H 4.38 -3.90 1.37
H 3.20 -0.48 2.79
H 4.36 -1.73 3.36
H 2.85 -2.16 2.55
```

Values from the calculation:
HOMO level (eV): -8.917
Calculated total energy (eV): -130755.136
LUMO (eV): 0.1

Formula: C2H6NO3
Source: the Open Molecules 2025 dataset
Level of theory: ωB97M-V with the def2-TZVPD basis set

```
12
Properties=species:S:1:pos:R:3
C -0.49 -2.36 -1.43
N 0.57 -2.50 -0.42
C 0.44 -1.72 0.73
O 0.77 -2.39 1.79
O 0.03 -0.59 0.71
H -1.43 -2.41 -0.94
H -0.45 -1.36 -1.79
H -0.26 -3.00 -2.25
H 0.86 -3.46 -0.31
H 0.00 7.38 1.25
H -0.27 5.90 1.05
O 0.22 6.52 1.62
```

Values from the calculation:
HOMO level (spin up / spin down) (eV): -10.659 / -10.361
Calculated total energy (eV): -9801.898
2S+1: 2
<S²>: 0.7555
LUMO (spin up / spin down) (eV): 0.7 / -3.0
ΔE to the lowest compared entry with this formula, charge and spin (kJ/mol): 8.5

Formula: C9H24AgO7
Source: the Open Molecules 2025 dataset
Level of theory: ωB97M-V with the def2-TZVPD basis set

```
41
Properties=species:S:1:pos:R:3
Ag 0.28 -0.61 -0.58
C 1.57 -2.05 -2.56
O 2.36 -3.01 -2.75
O 2.11 -0.98 -2.33
O 0.51 -2.46 -2.15
C 0.25 3.79 -1.58
C 1.53 2.97 -1.62
O 1.26 1.65 -1.38
H 0.71 4.73 -1.25
H -0.31 3.50 -0.69
H -0.35 3.82 -2.49
H 2.22 3.29 -0.85
H 2.05 3.05 -2.57
H 1.83 1.09 -1.91
C -3.20 -2.11 -1.41
C -2.41 -0.98 -2.16
O -1.99 0.09 -1.32
H -2.66 -2.59 -0.60
H -3.39 -2.89 -2.16
H -4.07 -1.68 -0.92
H -3.16 -0.62 -2.86
H -1.57 -1.39 -2.73
H -2.69 0.50 -0.80
C 3.67 -0.35 2.55
C 2.65 0.63 1.97
O 1.92 -0.10 1.02
H 3.24 -1.16 3.13
H 4.43 0.10 3.19
H 4.28 -0.78 1.75
H 3.19 1.36 1.37
H 1.96 1.18 2.61
H 2.10 -1.02 1.23
C -2.75 -0.07 2.18
C -1.85 -1.13 2.61
O -0.79 -1.24 1.66
H -3.33 0.13 3.08
H -3.42 -0.35 1.37
H -2.25 0.89 2.04
H -2.26 -2.14 2.58
H -1.31 -0.97 3.53
H -0.35 -2.08 1.80
```

Values from the calculation:
HOMO level (eV): -1.076
Calculated total energy (eV): -28050.543
LUMO (eV): 2.5
ΔE to the lowest compared entry with this formula, charge and spin (kJ/mol): 90.2
Total charge: -1

Formula: C24H27IrN6S3
Source: the Open Molecules 2025 dataset
Level of theory: ωB97M-V with the def2-TZVPD basis set

```
61
Properties=species:S:1:pos:R:3
Ir -0.20 -0.13 0.40
C -1.32 -1.09 3.06
N -0.82 -1.64 1.77
C 0.40 -2.45 2.00
C 1.63 -1.63 2.34
N 1.77 -0.37 1.50
C 2.09 0.74 2.46
C 2.80 -0.42 0.41
C 3.29 0.81 0.00
C 4.20 0.95 -1.03
C 4.66 -0.18 -1.69
C 4.17 -1.40 -1.32
C 3.22 -1.59 -0.27
S 2.80 -3.26 -0.05
C -1.91 -2.42 1.17
C -2.20 -3.71 1.60
C -3.29 -4.38 1.05
C -4.09 -3.77 0.10
C -3.81 -2.48 -0.32
C -2.71 -1.80 0.20
S -2.33 -0.18 -0.35
H -1.55 -1.91 3.74
H -2.23 -0.52 2.87
H -0.57 -0.44 3.50
H 0.61 -3.00 1.08
H 0.24 -3.19 2.79
H 2.50 -2.27 2.21
H 1.60 -1.30 3.38
H 3.11 0.63 2.82
H 1.39 0.68 3.28
H 1.95 1.71 2.01
H 2.95 1.73 0.45
H 4.56 1.94 -1.30
H 5.39 -0.11 -2.49
H 4.50 -2.30 -1.83
H -1.60 -4.19 2.35
H -3.50 -5.39 1.38
H -4.94 -4.30 -0.31
H -4.43 -2.00 -1.06
C 1.70 1.86 -2.90
C 1.06 0.91 -1.95
N 0.47 1.28 -0.86
N 0.43 2.62 -0.57
C -0.18 2.89 0.56
N -0.28 4.18 0.92
S -0.88 1.73 1.67
C 0.97 -0.54 -2.23
C 1.36 -1.08 -3.44
C 1.11 -2.42 -3.70
C 0.46 -3.18 -2.74
C 0.13 -2.58 -1.53
N 0.38 -1.30 -1.27
H 2.04 2.74 -2.36
H 0.98 2.18 -3.66
H 2.55 1.39 -3.39
H -0.01 4.88 0.25
H -0.84 4.44 1.70
H 1.84 -0.45 -4.17
H 1.40 -2.85 -4.64
H 0.24 -4.22 -2.90
H -0.35 -3.15 -0.75
```

Values from the calculation:
HOMO level (spin up / spin down) (eV): -9.970 / -9.970
Calculated total energy (eV): -69607.768
2S+1: 2
<S²>: 0.7719
LUMO (spin up / spin down) (eV): -3.3 / -5.1
ΔE to the lowest compared entry with this formula, charge and spin (kJ/mol): 0.0
Total charge: +1

Formula: C5H4Cl3NO
Source: the Open Molecules 2025 dataset
Level of theory: ωB97M-V with the def2-TZVPD basis set

```
14
Properties=species:S:1:pos:R:3
C -1.25 -1.05 -0.71
C 0.26 -0.92 -0.40
Cl 0.52 -1.70 1.28
Cl 1.54 -1.48 -1.51
C 0.56 0.51 -0.08
Cl 0.43 1.75 -1.40
C 1.88 0.78 0.50
N 2.94 0.87 0.95
C -0.46 1.28 1.11
O -1.47 0.88 1.48
H -1.32 -0.74 -1.85
H -1.93 -0.42 -0.18
H -1.56 -2.03 -0.66
H -0.14 2.28 1.46
```

Values from the calculation:
HOMO level (eV): -10.636
Calculated total energy (eV): -46352.660
SMILES: CC(Cl)(Cl)[C@](Cl)(C#N)C=O
LUMO (eV): 0.1
ΔE to the lowest compared entry with this formula, charge and spin (kJ/mol): 29.2

Formula: C2H11N2O
Source: the Open Molecules 2025 dataset
Level of theory: ωB97M-V with the def2-TZVPD basis set

```
16
Properties=species:S:1:pos:R:3
C 1.30 0.60 0.57
N 0.12 1.25 1.05
C 1.25 -0.96 0.55
N 0.02 -1.41 -0.33
H 2.33 0.90 0.89
H 1.29 0.80 -0.54
H -0.04 1.27 2.08
H 0.33 2.29 0.85
H 1.10 -1.63 1.48
H 2.13 -1.35 0.11
H 0.39 -1.44 -1.28
H -0.41 -2.35 -0.22
H -0.63 -0.65 -0.27
H -2.45 0.50 -2.37
H -2.87 0.51 -0.77
O -2.18 0.55 -1.46
```

Values from the calculation:
HOMO level (eV): -14.045
Calculated total energy (eV): -7273.097
LUMO (eV): -3.3
ΔE to the lowest compared entry with this formula, charge and spin (kJ/mol): 113.8
Total charge: +1

Formula: C5H14
Source: the Open Molecules 2025 dataset
Level of theory: ωB97M-V with the def2-TZVPD basis set

```
19
Properties=species:S:1:pos:R:3
C -0.95 1.09 -0.31
C -1.84 0.17 -1.03
C 0.29 1.75 -1.12
H -1.42 2.13 -0.29
H -0.67 0.72 0.67
H -2.89 0.26 -0.71
H -1.49 -0.86 -1.04
H -0.12 2.19 -2.03
H 0.77 2.52 -0.54
H -1.82 0.44 -2.10
H 0.86 0.87 -1.47
C 1.01 -1.81 1.88
C 1.39 -1.11 0.55
H 1.53 -1.30 2.68
H -0.05 -1.92 2.08
H 1.32 -2.85 1.77
H 2.23 -1.61 0.07
H 1.87 -0.15 0.79
H 0.67 -0.84 -0.21
```

Values from the calculation:
HOMO level (spin up / spin down) (eV): -15.123 / -15.121
Calculated total energy (eV): -5400.565
2S+1: 2
<S²>: 0.7526
LUMO (spin up / spin down) (eV): -3.2 / -10.5
ΔE to the lowest compared entry with this formula, charge and spin (kJ/mol): 52.1
Total charge: +1

Formula: C38H43AsAuGeO2S2
Source: the Open Molecules 2025 dataset
Level of theory: ωB97M-V with the def2-TZVPD basis set

```
88
Properties=species:S:1:pos:R:3
Au -0.16 -0.29 0.60
S 1.75 0.16 -0.64
C 1.51 1.64 -1.57
C 1.85 1.62 -2.93
C 1.73 2.75 -3.73
C 1.25 3.93 -3.18
C 0.91 3.97 -1.84
C 1.05 2.84 -1.02
As 0.60 2.88 0.89
C -1.35 2.78 0.74
C -1.98 2.49 -0.55
C -3.53 2.59 -0.60
C -4.20 2.96 0.65
C -3.53 3.02 1.81
C -2.09 2.92 1.86
C 0.81 4.83 1.16
C 2.08 5.25 1.56
C 2.35 6.60 1.77
C 1.34 7.54 1.60
C 0.07 7.12 1.22
C -0.19 5.78 1.00
H 2.21 0.69 -3.36
H 1.99 2.70 -4.78
H 1.14 4.82 -3.79
H 0.55 4.90 -1.41
H -1.45 2.82 -1.42
H -3.96 2.98 -1.51
H -5.26 3.18 0.61
H -4.06 3.24 2.73
H -1.60 3.06 2.82
H 2.87 4.52 1.70
H 3.34 6.91 2.08
H 1.54 8.59 1.77
H -0.72 7.85 1.09
H -1.19 5.47 0.72
C -1.83 -3.05 1.90
C -1.48 -1.84 2.78
C -2.52 -1.74 3.91
C -0.09 -2.07 3.40
O -1.53 -0.64 2.08
H -1.84 -3.99 2.46
H -1.10 -3.13 1.09
H -2.81 -2.89 1.45
H -2.54 -2.64 4.53
H -3.51 -1.58 3.48
H -2.28 -0.88 4.54
H -0.04 -3.00 3.98
H 0.15 -1.23 4.06
H 0.66 -2.10 2.60
C -2.05 -1.40 -2.40
Ge -2.84 0.38 -2.44
C -1.91 1.53 -3.73
C -4.73 0.20 -2.99
C -2.81 1.26 -0.71
H -2.57 -2.05 -3.12
H -2.14 -1.84 -1.41
H -0.99 -1.37 -2.66
H -1.93 1.08 -4.72
H -0.86 1.65 -3.43
H -2.36 2.52 -3.79
H -4.79 -0.22 -4.00
H -5.24 1.17 -2.98
H -5.25 -0.47 -2.31
H -2.88 0.64 0.18
O 1.04 -3.59 -2.01
S 1.30 -3.42 -0.56
C 1.41 -5.09 0.12
C 1.49 -6.15 -0.76
C 1.55 -7.44 -0.25
C 1.51 -7.65 1.12
C 1.41 -6.58 1.99
C 1.34 -5.28 1.49
C 3.04 -3.01 -0.39
C 3.55 -2.65 0.85
C 4.88 -2.28 0.96
C 5.68 -2.26 -0.18
C 5.15 -2.60 -1.41
C 3.82 -2.97 -1.53
H 1.50 -5.95 -1.82
H 1.62 -8.28 -0.93
H 1.55 -8.66 1.51
H 1.36 -6.74 3.06
H 1.22 -4.44 2.16
H 2.90 -2.64 1.73
H 5.28 -1.99 1.92
H 6.72 -1.95 -0.10
H 5.77 -2.56 -2.30
H 3.37 -3.22 -2.48
```

Values from the calculation:
HOMO level (eV): -4.409
Calculated total energy (eV): -186916.716
LUMO (eV): 2.5
ΔE to the lowest compared entry with this formula, charge and spin (kJ/mol): 0.0
Total charge: -1

Formula: C3H9NO
Source: the Open Molecules 2025 dataset
Level of theory: ωB97M-V with the def2-TZVPD basis set

```
14
Properties=species:S:1:pos:R:3
C -0.24 -0.06 1.61
C -0.04 -0.35 0.12
N 1.29 -0.90 -0.15
C -0.27 0.88 -0.73
O -0.64 0.43 -2.05
H -1.27 -0.28 1.90
H 0.37 -0.74 2.19
H -0.06 0.98 1.90
H -0.82 -1.08 -0.16
H 1.31 -1.13 -1.14
H 1.32 -1.83 0.28
H -1.09 1.47 -0.33
H 0.69 1.41 -0.84
H -0.56 1.21 -2.61
```

Values from the calculation:
HOMO level (eV): -9.493
Calculated total energy (eV): -6794.172
SMILES: C[C@H](N)CO
LUMO (eV): 1.0
ΔE to the lowest compared entry with this formula, charge and spin (kJ/mol): 85.2

Formula: C6H10
Source: the Open Molecules 2025 dataset
Level of theory: ωB97M-V with the def2-TZVPD basis set

```
16
Properties=species:S:1:pos:R:3
C 0.46 -0.42 1.43
C 1.20 -0.65 0.10
C 0.78 0.55 -0.76
C -0.66 0.38 -1.21
C -1.49 0.30 0.10
C -0.76 0.43 1.40
H -0.07 -1.32 1.81
H 1.14 -0.14 2.24
H 2.28 -0.69 0.25
H 0.91 -1.59 -0.39
H 1.47 0.79 -1.57
H -0.99 1.24 -1.80
H -0.79 -0.51 -1.85
H -1.89 -0.73 0.26
H -2.37 0.95 0.07
H 0.77 1.43 -0.09
```

Values from the calculation:
HOMO level (eV): -7.956
Calculated total energy (eV): -6380.494
LUMO (eV): 0.4
ΔE to the lowest compared entry with this formula, charge and spin (kJ/mol): 324.7

Formula: C37H27F15N6O2Ti
Source: the Open Molecules 2025 dataset
Level of theory: ωB97M-V with the def2-TZVPD basis set

```
88
Properties=species:S:1:pos:R:3
Ti 0.89 0.66 -0.02
C 3.44 -1.19 2.38
N 2.70 0.01 2.04
C 1.82 0.42 3.12
C 0.55 -0.39 3.10
N -0.06 -0.47 1.77
C -1.14 -1.31 1.77
C -1.88 -1.62 0.60
F -1.63 -0.93 -0.53
C -2.87 -2.58 0.48
F -3.43 -2.79 -0.71
C -3.25 -3.32 1.59
F -4.17 -4.28 1.50
C -2.66 -2.99 2.79
F -3.06 -3.62 3.90
C -1.68 -2.02 2.88
F -1.28 -1.80 4.16
C 3.61 1.07 1.63
C 3.96 0.90 0.17
N 2.76 0.64 -0.63
C 3.13 0.27 -1.93
C 3.73 -0.96 -2.21
F 3.94 -1.84 -1.22
C 4.08 -1.35 -3.49
F 4.62 -2.55 -3.70
C 3.86 -0.49 -4.55
F 4.18 -0.86 -5.79
C 3.28 0.74 -4.32
F 3.06 1.58 -5.33
C 2.94 1.12 -3.03
F 2.40 2.32 -2.85
H 4.19 -0.98 3.16
H 3.96 -1.59 1.50
H 2.77 -1.97 2.76
H 1.58 1.47 2.99
H 2.29 0.31 4.11
H -0.13 0.07 3.83
H 0.76 -1.40 3.48
H 4.53 1.09 2.23
H 3.12 2.03 1.78
H 4.66 0.07 0.06
H 4.47 1.80 -0.19
C 1.51 -3.80 -0.38
C 1.26 -4.03 -1.72
C 0.89 -2.98 -2.53
C 0.80 -1.70 -1.99
N 1.06 -1.48 -0.69
C 1.39 -2.51 0.09
C 0.31 -0.52 -2.72
C 0.01 -0.57 -4.07
C -0.59 0.51 -4.69
C -0.92 1.63 -3.94
C -0.59 1.70 -2.59
C 0.07 0.65 -1.96
H 1.78 -4.60 0.30
H 1.34 -5.03 -2.13
H 0.65 -3.14 -3.57
H 1.54 -2.27 1.13
H 0.24 -1.45 -4.65
H -0.82 0.48 -5.75
H -1.43 2.47 -4.41
H -0.83 2.60 -2.05
F 2.48 3.24 -0.23
C 1.25 2.95 0.33
F 0.35 3.45 -0.60
C 1.16 4.04 1.47
F 1.49 3.55 2.69
F -0.08 4.53 1.59
F 1.98 5.07 1.26
O -6.72 -1.05 0.96
C -6.11 0.12 1.46
N -6.08 1.04 0.35
C -5.01 1.68 -0.19
O -5.06 2.20 -1.29
C -3.78 1.80 0.66
C -3.81 2.18 1.99
C -2.61 2.34 2.66
C -1.44 2.07 1.99
N -1.39 1.70 0.70
C -2.54 1.59 0.06
H -6.82 -1.69 1.67
H -5.09 -0.07 1.80
H -6.69 0.53 2.29
H -6.88 1.00 -0.26
H -4.75 2.39 2.48
H -2.58 2.66 3.69
H -0.49 2.13 2.51
H -2.50 1.35 -1.00
```

Values from the calculation:
HOMO level (eV): -7.644
Calculated total energy (eV): -115718.452
LUMO (eV): -1.0
ΔE to the lowest compared entry with this formula, charge and spin (kJ/mol): 146.8

Formula: C2H4NOP
Source: the Open Molecules 2025 dataset
Level of theory: ωB97M-V with the def2-TZVPD basis set

```
9
Properties=species:S:1:pos:R:3
C 0.18 -0.07 -1.26
C 0.87 -1.11 -0.87
N -0.48 0.98 -1.11
O 0.03 -0.21 1.22
P -0.70 0.99 0.71
H 0.37 -1.96 -0.55
H 1.86 -1.33 -0.80
H -2.03 0.80 0.64
H -0.35 2.15 1.19
```

Values from the calculation:
HOMO level (eV): -9.002
Calculated total energy (eV): -14962.635
LUMO (eV): 0.9
ΔE to the lowest compared entry with this formula, charge and spin (kJ/mol): 194.0

Q: calculated total energy of number 2 (C2H6NO3)?
A: -9801.898 eV

Q: Among the records above, which one has the highest calculated total energy?
A: C5H14